# 1
DFT (wB97M-V/def2-TZVPD) results for 2 unconnected molecules or ions with the total composition C3H6N2O in a non-equilibrium geometry.

XYZ file:
```
12
Properties=species:S:1:pos:R:3:forces:R:3
C 0.714321 0.218562 -0.021588 -1.253 1.638 -0.666
C 0.587983 -1.252982 0.033538 -1.728 -0.809 0.057
C -0.166889 0.925516 -0.974937 0.910 -1.435 1.514
N 1.385675 0.771382 0.918511 0.744 0.911 0.622
N -2.137826 0.587741 0.452877 -0.963 -4.401 1.831
O -2.317696 -0.522118 0.856167 0.626 4.587 -1.638
H -0.274805 -1.456266 0.804448 1.672 -0.165 -1.827
H 1.482818 -1.697663 0.355999 1.163 -0.397 1.087
H 0.481753 -1.716447 -0.965211 -0.854 0.292 0.463
H -0.837523 0.367957 -1.587962 0.007 -0.249 -0.646
H -0.328645 1.960387 -0.864653 0.072 1.107 -0.101
H 1.410829 1.813929 0.992811 -0.396 -1.078 -0.695
```
Forces are in eV/Å.

For the gap between HOMO and LUMO (spin up / spin down), the calculation gives 8.207 / 8.156 eV. Its total energy is -302.4893 hartree. The value obtained for the HOMO energy (spin up / spin down) is -0.31938 / -0.33543 Eh.

=====

# 2
DFT (wB97M-V/def2-TZVPD) results for 2 unconnected molecules or ions with the total composition C3H6N2O.

XYZ file:
```
12
Properties=species:S:1:pos:R:3:forces:R:3
C -0.532004 0.027029 1.766880 -0.056 0.017 -0.102
C -0.325462 -0.190299 -2.344116 -0.021 0.116 0.041
N -0.459788 0.809149 -1.652469 0.046 -0.531 -0.375
N -0.344126 -1.228724 -3.001025 -0.020 0.420 0.270
C 0.939820 0.234946 1.566604 0.139 0.148 -0.215
O 1.444858 0.730436 0.581406 -0.250 -0.203 0.431
H -1.091488 0.241118 0.853200 0.085 -0.024 0.155
H -0.873253 0.691363 2.570742 0.071 -0.090 -0.082
H -0.724287 -0.999455 2.098034 0.062 0.132 -0.036
H 0.254536 0.991493 -0.943052 0.004 -0.043 -0.064
H 0.120127 -1.221925 -3.900570 -0.017 0.027 0.047
H 1.591065 -0.085129 2.404361 -0.044 0.031 -0.070
```
Forces are in eV/Å.

As for the SMILES: N=C=N.CC=O. For the gap between HOMO and LUMO, the calculation gives 10.932 eV. Its total energy is -302.6323 hartree. The value obtained for the HOMO energy is -0.36865 Eh.

=====

# 3
DFT (wB97M-V/def2-TZVPD) results for C3H6N2O in the gas phase in a non-equilibrium geometry.

XYZ file:
```
12
Properties=species:S:1:pos:R:3:forces:R:3
N 0.005070 0.795073 1.213779 0.042 -0.064 0.256
C -0.212095 0.333287 -0.137967 1.011 0.100 -0.338
C 0.108262 -1.131565 -0.357813 -0.272 -0.096 -0.124
O 1.438845 -1.336863 0.057630 0.035 -0.232 0.282
C -1.547447 0.756778 -0.718208 0.888 0.796 -1.143
N -1.388460 1.440143 -1.647413 -2.594 0.170 -0.304
H 0.937591 1.192067 1.245018 -0.142 0.044 0.230
H -0.651654 1.520423 1.484869 0.157 -0.192 -0.078
H 0.411184 0.871780 -0.879339 0.719 -0.559 1.099
H -0.595883 -1.802409 0.150632 0.058 0.118 0.036
H 0.067917 -1.324481 -1.434865 -0.014 -0.088 0.191
H 1.426670 -1.314233 1.023678 0.111 0.002 -0.106
```
Forces are in eV/Å.

As for the SMILES: N#C[C@@H](N)CO. For the gap between HOMO and LUMO, the calculation gives 9.843 eV. Its total energy is -302.5731 hartree. The value obtained for the HOMO energy is -0.36680 Eh.